{"formula": "C4H6Cl5OP", "method": "the ωB97M-V functional and the def2-TZVPD basis", "de_lowest_kj_mol": 377.5, "spin_multiplicity": 1, "charge": 0, "homo_lumo_gap_ev": [8.2, 7.2], "lumo_energy_ev": [-0.817, -1.403], "e_tot_ev": -78192.36214, "symbols": ["C", "C", "C", "C", "O", "P", "Cl", "Cl", "Cl", "Cl", "Cl", "H", "H", "H", "H", "H", "H"], "coordinates": [[0.512, -0.273, -0.076], [-1.797, 0.671, -0.338], [-0.471, 0.640, 0.427], [-1.372, -1.094, 2.303], [-1.471, 2.303, 2.406], [-0.275, 1.691, 1.902], [-1.979, -0.367, 3.623], [-2.488, -2.138, 1.419], [0.135, -2.059, 2.555], [0.911, 3.143, 1.146], [0.823, 0.930, 3.323], [1.492, 0.138, -0.287], [0.154, -0.636, -1.035], [0.554, -0.984, 0.673], [-2.249, -0.304, -0.130], [-1.593, 0.753, -1.359], [-2.600, 1.449, -0.001]], "forces_ev_per_angstrom": [[0.6, 1.1, -2.1], [-1.1, 1.3, 3.0], [-2.5, 0.8, 1.9], [1.5, -1.8, -2.2], [-1.8, 0.5, 0.6], [0.3, 0.2, -2.5], [-1.3, 0.6, 2.0], [0.1, 0.6, 0.1], [-0.7, 0.2, 0.3], [0.6, 0.2, -0.2], [1.3, -0.3, 0.5], [0.4, 0.3, 0.4], [0.0, -0.6, 0.1], [0.8, -2.0, 0.9], [-0.1, 0.0, -0.4], [0.2, 0.2, -1.7], [1.8, -1.2, -0.5]], "nbo_charge": [-0.727, -0.684, -0.165, -0.269, -1.065, 1.768, 0.161, 0.029, -0.008, -0.281, -0.206, 0.244, 0.225, 0.259, 0.244, 0.222, 0.254]}